1.
A cluster of 7 separate species, C7H28N12O7 in total, computed with the ωB97M-V functional and the def2-TZVPD basis.

Cartesian coordinates (Å):
C: 2.85665 2.83613 -3.65740
O: 3.68452 3.09003 -4.48239
N: 2.87100 3.43375 -2.39165
N: 1.75586 2.05455 -3.90584
H: 1.90986 3.51833 -2.06209
H: 3.50123 4.22758 -2.46400
H: 1.26176 1.78491 -3.07277
H: 1.52648 1.83648 -4.84439
C: -3.17487 -0.60808 2.89625
O: -3.96072 -1.06541 3.70061
N: -3.00048 -1.06658 1.66770
N: -2.52001 0.53245 3.23539
H: -2.07332 -0.85174 1.27956
H: -3.64767 -1.76799 1.30182
H: -1.73161 0.95275 2.82810
H: -2.49466 0.63013 4.23155
C: -1.23651 2.03230 -1.96724
O: -0.07629 2.21087 -1.67029
N: -2.15688 1.38624 -1.20818
N: -1.62020 2.55608 -3.22649
H: -3.12970 1.61316 -1.29315
H: -1.79901 1.19414 -0.24527
H: -2.29688 2.05018 -3.70887
H: -0.79674 2.82618 -3.83305
C: -1.12371 -1.87754 -2.95216
O: -1.87554 -2.59706 -3.52224
N: -0.18208 -1.15717 -3.70279
N: -1.11869 -1.83615 -1.58382
H: 0.79105 -1.17839 -3.37299
H: -0.24819 -1.40365 -4.68803
H: -1.82654 -2.37714 -1.07973
H: -0.55068 -1.30132 -0.94650
C: -1.07818 -3.45979 4.33907
O: -0.73419 -2.85437 3.31264
N: -0.37302 -4.55978 4.69724
N: -2.20442 -3.10119 4.98169
H: -0.25221 -4.98757 5.62837
H: 0.43666 -4.71654 4.11101
H: -2.80871 -3.82059 5.39492
H: -2.69352 -2.33964 4.56897
C: 0.58342 -0.06534 1.08496
O: -0.52642 0.43649 1.28375
N: 1.14988 -0.93154 2.01377
N: 1.22697 0.20949 -0.06795
H: 2.07014 -1.28626 1.74785
H: 0.61545 -1.47276 2.63671
H: 2.06408 -0.19830 -0.35390
H: 1.00057 1.05008 -0.64543
C: 4.02051 1.77720 0.34846
O: 4.08717 1.04991 -0.84120
H: 3.26029 2.57494 0.20272
H: 3.67495 1.02092 1.06169
H: 5.00780 2.25603 0.73753
H: 3.95536 1.74061 -1.50250

SMILES = NC(N)=O.NC(N)=O.NC(N)=O.NC(N)=O.NC(N)=O.NC(N)=O.CO
energy relative to the best compared isomer or geometry (same formula, charge and spin) = 38.8 kJ/mol
highest occupied orbital energy = -9.6 eV

---

2.
The molecule C17H21ClN4O4S, computed with the ωB97M-V functional and the def2-TZVPD basis.

Cartesian coordinates (Å):
O: 6.49525 -2.72234 1.78394
C: 5.95328 -2.88818 0.67196
Cl: 5.43914 -4.55269 0.03374
C: 5.59548 -1.65407 -0.33148
N: 4.19675 -1.25686 0.00170
C: 3.43815 -0.85890 -1.22769
O: 4.04820 -0.34827 -2.20588
O: 2.04558 -1.05503 -1.15154
C: 1.36864 -0.65477 -2.36950
C: 0.94036 0.91520 -2.37917
C: -0.02664 1.18059 -1.09168
C: -1.53212 1.57306 -1.50707
C: -2.60862 1.36425 -0.31634
C: -4.06545 1.04624 -0.96251
C: -4.93544 0.00650 -0.09327
S: -6.75462 0.43720 -0.33728
C: -7.73137 -0.74976 0.67259
N: -8.90105 -0.36944 1.43108
N: -9.37288 -1.51064 2.02248
C: -8.49996 -2.56755 1.62557
O: -7.43609 -2.14776 0.77505
C: 4.15309 -0.07772 0.90933
C: 4.23882 -0.23629 2.43510
C: 4.19394 0.92528 3.47821
C: 4.01632 2.32372 2.77044
C: 3.93050 2.28648 1.23494
N: 4.00894 1.20650 0.32263
H: 6.29848 -0.79886 -0.03462
H: 5.74920 -2.04360 -1.38893
H: 0.36119 -1.22591 -2.37412
H: 1.89689 -0.97175 -3.33613
H: 0.23883 1.02298 -3.29437
H: 1.83362 1.61985 -2.41420
H: 0.39938 2.01926 -0.41609
H: -0.10296 0.25794 -0.41293
H: -1.84216 0.88512 -2.36931
H: -1.56016 2.68575 -1.79322
H: -2.34225 0.50987 0.39767
H: -2.74776 2.35262 0.26548
H: -4.67643 2.02428 -1.02743
H: -3.93833 0.57562 -2.00355
H: -4.64186 0.08933 1.01325
H: -4.79264 -1.05297 -0.48945
H: -8.64325 -3.65983 1.93050
H: 4.35386 -1.30479 2.84428
H: 4.25343 0.78779 4.60301
H: 3.92721 3.29224 3.36089
H: 3.77748 3.32035 0.74387

SMILES = O=C(Cl)CN(C(=O)OCCCCCCCSc1nnco1)c1ccccn1
energy relative to the best compared isomer or geometry (same formula, charge and spin) = 950.2 kJ/mol
highest occupied orbital energy = -8.9 eV

---

3.
The molecule C5H10N2, computed with the ωB97M-V functional and the def2-TZVPD basis.

Cartesian coordinates (Å):
C: 0.98439 -1.59632 -0.39522
C: 0.49501 -0.75836 0.83450
C: 0.47664 0.73297 0.83622
C: 0.80535 1.62334 -0.35468
C: -1.77427 -0.12719 -0.06128
H: 0.80024 -0.96702 -1.27161
H: 0.46621 -2.56511 -0.42288
H: 2.10130 -1.78699 -0.24630
H: 0.89925 -1.08494 1.76760
H: 0.60826 1.19628 1.81997
H: 1.84296 2.12677 -0.21332
H: 0.91502 1.02698 -1.28384
H: 0.03814 2.45223 -0.40438
H: -1.35292 -0.09020 -1.03960
H: -3.50572 0.00255 -0.69343
N: -0.78406 -0.13040 0.98988
N: -3.01582 -0.05459 0.13836

SMILES = [H]/N=C/N1[C@H](C)[C@@H]1C
energy relative to the best compared isomer or geometry (same formula, charge and spin) = 216.3 kJ/mol
highest occupied orbital energy = -9.0 eV

---

4.
A cluster of 3 separate species, C5H17NO2 in total, computed with the ωB97M-V functional and the def2-TZVPD basis.

Cartesian coordinates (Å):
C: -1.70274 -1.34618 -0.72993
C: -1.65804 -0.83536 -2.17095
C: -0.32355 -1.52496 -0.11186
N: 0.24795 -0.26109 0.36937
C: 1.69146 -0.39866 0.56795
C: 2.41969 0.93897 0.53037
H: -2.13705 -2.34953 -0.75667
H: -2.38881 -0.75434 -0.12476
H: -0.91678 -0.04453 -2.29853
H: -1.33988 -1.63097 -2.84865
H: -2.62280 -0.44501 -2.49048
H: -0.39325 -2.20102 0.74275
H: 0.30436 -1.96573 -0.88967
H: 0.08873 0.44737 -0.34637
H: 2.16244 -1.11004 -0.12754
H: 1.87103 -0.89008 1.53164
H: 3.46557 0.89233 0.23748
H: 2.24687 1.46511 1.46795
H: 1.97575 1.58907 -0.23291
H: -0.52521 0.56936 2.08335
H: 0.08567 1.24634 3.34442
O: -0.69063 1.23371 2.78077
H: 0.15095 2.46375 -0.22412
H: -1.25298 2.47638 0.26552
O: -0.75876 2.43511 -0.56914

SMILES = CCCNCC.O.O
energy relative to the best compared isomer or geometry (same formula, charge and spin) = 44.3 kJ/mol
highest occupied orbital energy = -9.4 eV

---

Ordered frontier orbital gap results: 10.01, 8.70, 9.92, 10.25; unit eV.
Ordered energy results: -39932.737, -55469.517, -8325.092, -11045.798; unit eV.
Ordered strongest force on any atom results: 0.0706, 0.1159, 0.0628, 0.0189; unit hartree/bohr.